(w)
Molecular formula: H19O10
Method: DFT, ωB97M-V/def2-TZVPD

XYZ file:
```
29
H19O10 | the Open Molecules 2025 dataset | ωB97M-V/def2-TZVPD
H -3.86 0.02 -0.28
H -1.33 1.74 -1.22
H 2.65 -0.55 -2.29
H 0.13 0.24 1.04
H 3.19 0.93 -2.61
H 2.63 1.62 -0.76
H 1.24 1.63 -0.31
O -3.78 0.93 -0.07
O -2.74 -2.38 0.76
H -1.38 -0.68 0.83
H -1.30 0.10 -1.05
H -2.13 -1.92 0.19
H 1.20 1.37 1.23
O 2.90 0.30 -1.94
H -0.80 -2.57 -0.76
H 2.57 -2.01 1.00
O -0.29 -2.52 -1.57
O 0.84 0.65 1.75
O 3.46 -2.30 1.25
H -3.08 1.23 -0.70
H -3.54 -2.52 0.28
H 0.54 1.91 2.76
O 1.92 2.27 -0.57
H 3.95 -1.93 0.52
O 0.13 2.74 3.15
O -1.56 0.91 -1.63
H -0.61 2.93 2.60
O -0.67 -0.53 0.21
H -0.28 -1.60 -1.81
```

HOMO-LUMO gap: 8.89 eV
E_HOMO: -6.33 eV
charge: -1
lowest unoccupied orbital energy: 2.563 eV

These are the Mulliken partial charges, in e, on atoms 1 to 5: atom 1 (H): 0.25, atom 2 (H): 0.27, atom 3 (H): 0.29, atom 4 (H): 0.39, atom 5 (H): 0.29

---

(x)
Molecular formula: H19O10
Method: DFT, ωB97M-V/def2-TZVPD

XYZ file:
```
29
H19O10 | the Open Molecules 2025 dataset | ωB97M-V/def2-TZVPD
O -1.69 -1.64 -1.97
H -2.42 -1.02 -2.08
H -0.24 1.20 2.41
H 1.24 -0.47 -3.83
H 0.54 -1.29 -0.03
O -0.22 -0.73 -0.09
H -2.81 1.92 0.73
H -1.00 1.17 -2.30
H -1.59 0.08 -3.16
O 3.32 -0.25 0.02
O -1.52 1.03 -3.10
H 2.41 -0.37 -0.31
H -1.61 -2.51 0.98
H -0.44 -0.19 3.20
H 3.15 0.52 0.61
H 2.74 2.43 1.58
H 1.42 -1.29 -2.54
O 0.80 1.32 0.83
H 0.34 0.35 0.69
O -1.88 -2.34 1.88
H -1.28 -1.24 -1.12
H 2.94 1.09 2.26
H 0.55 1.71 0.00
H -1.85 -1.38 1.95
O -0.86 0.61 2.88
H -2.43 0.53 0.69
O 3.41 1.88 1.99
O 1.82 -1.08 -3.40
O -3.19 1.07 0.95
```

HOMO-LUMO gap: 9.54 eV
E_HOMO: -6.65 eV
charge: -1
lowest unoccupied orbital energy: 2.884 eV

These are the Mulliken partial charges, in e, on atoms 1 to 5: atom 1 (O): -0.75, atom 2 (H): 0.31, atom 3 (H): 0.35, atom 4 (H): 0.31, atom 5 (H): 0.07

---

Preferred: (x); penalty for the next structure: 84.8 kJ/mol.

---

(w)
Molecular formula: CH11N3O3
Method: DFT, ωB97M-V/def2-TZVPD

XYZ file:
```
18
CH11N3O3 | the Open Molecules 2025 dataset | ωB97M-V/def2-TZVPD
H 3.14 1.17 1.20
O -2.27 1.32 0.51
H -2.96 -0.01 -1.77
H -0.16 -1.01 1.51
H -3.24 1.16 0.46
O 0.41 -0.58 -2.79
C 1.52 -0.12 1.06
H -3.13 -1.30 -1.34
N 2.65 0.48 1.67
H 0.79 -0.62 -1.87
O -3.15 -0.42 -0.93
N 0.28 -0.19 1.72
H 0.00 0.84 1.98
H -2.07 0.63 -0.13
H 2.72 0.74 2.57
H 2.59 -0.88 -0.43
N 1.68 -0.69 -0.09
H 1.21 -0.52 -3.34
```

HOMO-LUMO gap: 10.00 eV
E_HOMO: -9.31 eV
SMILES string: N=C(N)N.O.O.O
lowest unoccupied orbital energy: 0.687 eV

These are the Mulliken partial charges, in e, on atoms 1 to 5: atom 1 (H): 0.20, atom 2 (O): -0.68, atom 3 (H): 0.32, atom 4 (H): 0.25, atom 5 (H): 0.31

---

(x)
Molecular formula: CH11N3O3
Method: DFT, ωB97M-V/def2-TZVPD

XYZ file:
```
18
CH11N3O3 | the Open Molecules 2025 dataset | ωB97M-V/def2-TZVPD
C 0.33 0.07 -1.20
H 1.81 1.50 2.36
H 0.84 -0.66 -2.87
H 1.45 0.01 3.08
O 1.98 0.44 2.33
H -3.49 0.59 -2.02
H -0.58 -0.62 2.21
H 2.16 1.03 -1.35
N 1.72 0.28 -0.77
N 0.07 -0.19 -2.50
H -0.87 -0.27 -2.74
H 1.88 0.12 0.23
H -0.51 -0.35 0.61
H -2.12 0.27 -1.41
N -0.68 0.09 -0.27
H -0.57 -1.65 3.39
O -0.80 -0.87 3.09
O -2.62 0.23 -2.20
```

HOMO-LUMO gap: 8.94 eV
E_HOMO: -8.40 eV
SMILES string: N=C(N)N.O.O.O
lowest unoccupied orbital energy: 0.548 eV

These are the Mulliken partial charges, in e, on atoms 1 to 5: atom 1 (C): 0.51, atom 2 (H): 0.36, atom 3 (H): 0.22, atom 4 (H): 0.34, atom 5 (O): -0.70

---

Preferred: (w); penalty for the next structure: 33.7 kJ/mol.